A 2-piece molecular cluster, C6H15N2 overall. Source: OMol25; level of theory: wB97M-V/def2-TZVPD.

Energy relative to the best compared isomer or geometry (same formula, charge and spin): 2.214 eV
Charge: +1
Orbital gap: 8.4 eV
Highest occupied orbital energy: -11.872 eV

Structure (XYZ):
```
23
Properties=species:S:1:pos:R:3:nbo_charge:R:1
C 0.088 -0.282 -2.831 -0.0602
C 0.438 -0.403 -4.104 -0.4087
C 1.249 -1.973 -1.816 -0.0299
N 0.834 -0.782 -1.745 -0.4501
H -0.779 0.305 -2.548 0.1893
H 1.359 -0.903 -4.372 0.2054
H -0.175 0.026 -4.882 0.2190
H 1.923 -2.357 -1.053 0.1710
H 0.954 -2.675 -2.600 0.1679
C -1.551 -0.243 1.581 -0.6375
C -0.327 0.407 2.192 -0.0272
C 0.912 0.393 1.330 -0.6442
N -0.669 1.876 2.480 -0.6773
H -2.391 -0.223 2.277 0.2245
H -1.838 0.281 0.666 0.2235
H -1.345 -1.280 1.334 0.2618
H -0.119 0.004 3.183 0.2197
H 0.785 0.994 0.427 0.2339
H 1.130 -0.607 0.972 0.2668
H 1.780 0.763 1.879 0.2271
H -1.634 1.983 2.799 0.4412
H -0.051 2.256 3.198 0.4441
H -0.574 2.440 1.632 0.4400
```